{
  "formula": "C46H28N7Sn",
  "method": "ωB97M-V with the def2-TZVPD basis set",
  "gap_ev": [5.53, 5.53],
  "charge": -1,
  "e_lumo_ev": [1.1, 1.1],
  "e_above_lowest_ev": 0.000,
  "energy_ha": -2367.4556,
  "species": ["Sn", "C", "C", "C", "C", "C", "C", "C", "C", "C", "C", "C", "N", "C", "C", "C", "C", "C", "C", "C", "C", "C", "C", "C", "C", "C", "N", "C", "C", "C", "C", "C", "C", "C", "C", "C", "C", "C", "C", "N", "C", "C", "N", "C", "C", "C", "C", "C", "C", "H", "H", "H", "H", "H", "H", "H", "H", "H", "H", "H", "H", "H", "H", "H", "H", "H", "H", "H", "H", "H", "H", "H", "H", "H", "H", "H", "H", "N", "C", "N", "C", "N"],
  "coordinates": [[0.288, -0.814, -0.652], [6.878, -1.163, 3.696], [6.400, -2.100, 2.790], [5.175, -1.905, 2.166], [4.413, -0.772, 2.436], [4.900, 0.160, 3.349], [6.123, -0.032, 3.975], [3.087, -0.571, 1.776], [2.029, -1.378, 2.215], [2.121, -2.304, 3.322], [0.899, -2.872, 3.452], [0.065, -2.291, 2.426], [0.774, -1.388, 1.700], [-1.277, -2.628, 2.219], [-2.126, -2.021, 1.298], [-3.530, -2.329, 1.169], [-4.023, -1.519, 0.203], [-2.927, -0.697, -0.247], [-3.029, 0.326, -1.197], [-4.319, 0.495, -1.926], [-4.383, 0.204, -3.287], [-5.571, 0.367, -3.985], [-6.709, 0.823, -3.332], [-6.651, 1.119, -1.976], [-5.462, 0.956, -1.279], [-2.005, 1.216, -1.504], [-0.715, 1.155, -1.064], [-0.063, 2.220, -1.620], [1.284, 2.536, -1.476], [1.811, 3.692, -2.260], [2.169, 4.882, -1.630], [2.640, 5.955, -2.374], [2.752, 5.848, -3.755], [2.392, 4.667, -4.390], [1.930, 3.594, -3.642], [2.170, 1.853, -0.636], [3.553, 2.213, -0.435], [4.056, 1.336, 0.463], [2.981, 0.438, 0.821], [1.856, 0.768, 0.119], [-0.988, 3.002, -2.405], [-2.182, 2.380, -2.339], [-1.790, -1.029, 0.420], [-1.856, -3.698, 3.089], [-1.903, -5.019, 2.656], [-2.439, -6.010, 3.468], [-2.934, -5.689, 4.724], [-2.892, -4.374, 5.164], [-2.356, -3.385, 4.350], [7.833, -1.314, 4.182], [6.982, -2.984, 2.564], [4.799, -2.633, 1.458], [4.306, 1.039, 3.568], [6.485, 0.702, 4.683], [2.998, -2.476, 3.925], [0.582, -3.602, 4.179], [-4.062, -3.063, 1.752], [-5.036, -1.467, -0.162], [-3.489, -0.142, -3.793], [-5.605, 0.142, -5.043], [-7.635, 0.953, -3.878], [-7.531, 1.484, -1.461], [-5.410, 1.194, -0.223], [2.067, 4.964, -0.554], [2.911, 6.877, -1.876], [3.112, 6.689, -4.335], [2.451, 4.564, -5.466], [1.645, 2.678, -4.145], [4.061, 3.029, -0.921], [5.059, 1.299, 0.854], [-0.740, 3.909, -2.931], [-3.110, 2.681, -2.796], [-1.515, -5.264, 1.675], [-2.468, -7.034, 3.117], [-3.352, -6.462, 5.358], [-3.277, -4.114, 6.142], [-2.321, -2.356, 4.687], [0.811, 2.456, -6.701], [0.180, 1.627, -6.180], [-0.594, 0.699, -5.687], [-0.411, 0.146, -4.527], [-0.335, -0.436, -3.519]],
  "forces_ev_per_a": [[0.03, 0.04, 0.45], [0.00, 0.00, 0.01], [-0.01, 0.00, -0.01], [0.00, 0.01, -0.01], [-0.04, 0.02, 0.02], [0.02, 0.01, 0.02], [-0.01, -0.01, -0.02], [0.03, -0.03, -0.02], [0.02, -0.06, 0.03], [0.01, 0.05, -0.05], [-0.04, 0.00, -0.02], [0.03, -0.02, -0.01], [0.00, -0.02, -0.07], [-0.01, -0.03, -0.02], [0.00, -0.02, 0.02], [0.01, -0.01, -0.02], [0.01, 0.00, 0.00], [0.01, 0.00, -0.02], [-0.04, -0.01, -0.04], [0.00, 0.01, 0.07], [0.02, 0.01, -0.03], [-0.01, 0.01, 0.01], [0.02, -0.01, 0.01], [0.01, 0.00, 0.00], [-0.04, -0.01, 0.00], [0.06, 0.01, -0.03], [-0.06, 0.12, -0.05], [0.00, -0.04, -0.01], [0.05, 0.01, -0.02], [-0.02, -0.03, 0.04], [0.01, 0.03, -0.02], [0.00, -0.03, 0.00], [-0.01, 0.01, -0.01], [0.01, -0.01, 0.02], [-0.02, 0.01, -0.02], [0.01, -0.03, 0.00], [-0.03, 0.01, -0.02], [-0.03, -0.04, 0.03], [0.05, 0.04, -0.03], [0.04, 0.01, 0.02], [0.04, 0.02, -0.02], [-0.04, -0.03, 0.02], [-0.03, -0.05, -0.07], [0.01, 0.05, -0.01], [-0.01, 0.00, 0.00], [0.00, 0.01, 0.01], [0.00, 0.01, -0.01], [0.01, 0.01, -0.02], [-0.01, -0.02, 0.03], [0.00, 0.00, 0.00], [0.00, 0.00, 0.00], [0.00, 0.00, 0.00], [0.00, 0.00, 0.00], [0.01, 0.00, 0.00], [0.01, 0.01, 0.00], [0.00, -0.01, 0.00], [0.00, 0.00, 0.01], [0.00, 0.00, 0.00], [0.01, 0.00, 0.00], [0.00, 0.00, 0.00], [0.00, 0.00, 0.00], [0.00, 0.00, 0.00], [0.00, 0.01, 0.00], [0.00, 0.00, 0.00], [0.00, 0.00, 0.00], [0.00, 0.00, 0.00], [-0.01, 0.00, -0.01], [0.00, 0.01, -0.01], [0.00, 0.00, 0.00], [0.01, 0.00, 0.01], [0.00, 0.00, 0.00], [0.00, 0.00, 0.00], [0.00, 0.00, 0.00], [0.00, 0.00, 0.00], [0.00, 0.00, 0.00], [0.00, -0.01, 0.00], [0.00, 0.00, 0.00], [0.01, 0.00, 0.05], [0.18, 0.14, 0.04], [-0.36, -0.12, -0.14], [0.17, -0.05, -0.01], [-0.06, 0.02, -0.03]]
}

{
  "formula": "C3H2ClO3",
  "method": "ωB97M-V with the def2-TZVPD basis set",
  "gap_ev": 7.29,
  "charge": -1,
  "e_lumo_ev": 4.0,
  "e_above_lowest_ev": 5.046,
  "energy_ha": -801.2813,
  "species": ["C", "C", "C", "O", "O", "O", "Cl", "H", "H"],
  "coordinates": [[-1.372, 1.081, 0.899], [0.424, -1.994, -0.125], [1.366, -1.120, -0.758], [1.816, -0.479, -1.664], [1.706, -1.446, 0.473], [-0.842, 1.840, -0.129], [-1.008, -0.885, 0.451], [-0.636, 1.205, 1.726], [-1.453, 1.798, -0.874]],
  "forces_ev_per_a": [[0.03, 0.87, -0.09], [-0.69, -0.36, -0.40], [-0.40, -0.24, -0.28], [0.32, 0.19, -0.03], [1.14, 0.41, 0.64], [-0.04, -0.07, 0.23], [-0.32, -0.68, 0.08], [-0.04, -0.11, -0.37], [-0.01, -0.01, 0.22]]
}